The following is a quantum chemistry calculation of a structure of composition C11H14Cl10F9NNa2O9S2Si, from the OMol25 dataset.

Element x y z (Å)
1 O 2.53633 -1.49589 2.09848
2 C 1.41674 -1.00022 2.01726
3 O 0.43717 -1.16722 2.88356
4 C 0.99438 -0.26408 0.71930
5 F -0.13614 -0.82154 0.25249
6 F 1.96802 -0.44215 -0.22729
7 C 0.79210 1.26870 1.02302
8 F 1.02558 1.45355 2.37222
9 F 1.74861 1.97722 0.36513
10 C -0.62562 1.76626 0.62940
11 F -0.57710 3.13080 0.69159
12 F -0.77627 1.39252 -0.66019
13 C -1.78439 1.24968 1.56446
14 O -1.76640 1.76435 2.67908
15 Si -3.13031 -0.08730 1.00880
16 S -2.66701 -1.92170 2.01573
17 H 0.57534 -0.70181 3.72399
18 H -3.09923 -0.20159 -0.45917
19 H -4.39675 0.37638 1.56176
20 H -1.82881 -2.40037 1.10029
21 Na 4.70489 -1.49820 1.72377
22 O 5.11183 1.51382 -1.71435
23 H 4.23081 1.59539 -1.33449
24 H 4.93853 1.24835 -2.62970
25 C 6.37107 -5.36805 -0.06147
26 Cl 7.63222 -6.07011 -1.04646
27 Cl 5.46724 -6.59810 0.78905
28 Cl 7.04288 -4.18706 1.06730
29 Cl 5.21751 -4.43799 -1.14711
30 C 1.79346 1.09467 -4.13993
31 C 3.18241 1.12469 -4.57426
32 N 4.29450 1.17433 -4.89516
33 H 1.60621 0.22543 -3.51352
34 H 1.57150 1.99389 -3.57606
35 H 1.12024 1.06311 -4.99296
36 O -2.20550 0.13720 -2.84592
37 H -1.51783 0.80399 -2.78812
38 Na 4.22417 -5.62940 -3.07371
39 O -1.26860 4.88080 3.08749
40 H -1.03824 3.98392 2.81817
41 H -0.87950 5.44902 2.41769
42 C 4.45715 0.55920 5.65464
43 Cl 5.97579 -0.18952 5.10149
44 Cl 3.51471 -0.62320 6.54798
45 Cl 4.82469 1.94408 6.65782
46 Cl 3.55311 1.09184 4.22260
47 C -3.31050 2.64395 -3.39679
48 Cl -1.68375 3.26595 -3.74430
49 Cl -4.52219 3.34314 -4.48804
50 H -3.25020 1.55830 -3.51098
51 H -3.56514 2.91690 -2.38123
52 C -7.90848 -1.49210 -1.27411
53 F -8.39373 -2.66184 -1.71927
54 F -7.47291 -0.80435 -2.33610
55 F -8.93414 -0.80904 -0.74337
56 S -6.56761 -1.75427 -0.03898
57 O -5.57478 -2.48748 -0.79020
58 O -7.24530 -2.48825 1.00673
59 O -6.20274 -0.38856 0.30200

Properties
DFT total energy	-219607.3303	eV
orbital gap	1.7	eV
multiplicity	1